{"formula": "C31H39AsAuBrINO2PSi2", "method": "ωB97M-V/def2-TZVPD", "species": ["H", "H", "H", "H", "C", "C", "C", "H", "H", "H", "H", "Br", "C", "C", "H", "Si", "H", "O", "C", "C", "C", "Au", "H", "H", "C", "N", "H", "H", "C", "H", "H", "I", "C", "C", "C", "C", "C", "C", "H", "H", "C", "H", "C", "H", "H", "C", "C", "C", "O", "H", "C", "H", "H", "H", "C", "H", "C", "C", "H", "H", "H", "H", "C", "C", "C", "As", "P", "H", "C", "Si", "H", "H", "H", "H", "H", "H", "H", "C", "H", "C"], "coordinates": [[3.7340, 2.1028, -3.4246], [-0.1545, -3.8666, -1.0575], [3.0073, -0.8945, 5.0788], [0.4156, 2.0659, 1.0534], [4.0376, 0.4385, -4.7434], [-3.7164, -0.7467, -4.0798], [-1.7700, 3.5104, 1.7754], [-4.1519, -1.5792, -4.6166], [1.8093, -2.0602, -5.2554], [-0.2099, 1.4413, 2.4117], [-3.6369, -1.8091, -2.2229], [-0.1892, -1.0285, -3.4213], [-2.9332, 4.2317, 1.5775], [-3.3824, -1.6301, 1.6956], [3.2230, -2.5031, 4.3812], [1.0871, -1.4843, 3.6204], [0.8644, -3.8706, 2.9613], [0.2950, -2.1747, -0.1241], [-4.3628, -2.2836, 2.4243], [2.9663, -3.7529, 0.8378], [-2.8796, 0.1961, -2.0304], [-0.1819, -0.3493, 0.5746], [-5.3268, -0.2735, -0.7309], [3.8108, -4.3276, 0.4475], [-2.6036, 1.3876, -2.7005], [-0.3782, 1.5323, 1.4094], [-4.8593, 4.2700, 0.6290], [-2.1683, 2.2267, -2.1736], [-5.6884, -2.2109, 2.0194], [5.2962, -0.5409, 1.4313], [-2.3451, -1.7090, 2.0006], [1.0389, 1.9391, -2.0338], [2.0556, 0.7708, -3.4311], [-0.6007, -2.9224, -0.7141], [-1.6325, 2.2643, 1.1785], [-5.0522, -0.8262, 0.1590], [-2.8793, 1.5065, -4.0537], [2.2381, -1.1498, -4.8601], [5.0895, -1.9560, 2.4702], [-4.0912, -2.8587, 3.3000], [3.3511, -1.4416, -1.1399], [-7.0634, -1.4365, 0.5659], [0.1742, -3.0632, 3.2040], [-2.6572, 2.4328, -4.5670], [-0.9717, 3.9122, 2.3889], [-6.0313, -1.4860, 0.8869], [-3.7983, 2.4637, 0.2012], [-3.4349, -0.8772, -2.7293], [-1.7729, -2.6718, -0.8893], [2.8106, -4.0613, 1.8712], [5.0463, -1.6028, 1.4372], [-0.4983, -2.9428, 2.3529], [5.8210, -2.1330, 0.8761], [2.0772, -4.0109, 0.2619], [-2.6319, 1.7183, 0.3896], [4.0546, -1.3229, -5.9709], [3.3179, 1.1906, -3.8295], [1.5126, -0.3990, -3.9449], [-3.6535, 0.5336, -5.7996], [3.6134, -0.3899, -1.2730], [4.0673, -2.0428, -1.7079], [2.3596, -1.6057, -1.5665], [3.4972, -0.7313, -5.2570], [-3.7222, -0.8944, 0.5644], [-3.4364, 0.4404, -4.7435], [2.0169, -0.3359, 1.7649], [-2.4260, 0.0291, -0.2907], [-1.0146, -0.0996, 3.7929], [-3.9491, 3.7069, 0.7859], [3.3772, -1.9413, 0.6586], [-3.0479, 5.2027, 2.0398], [-6.4547, -2.7268, 2.5828], [5.0195, 0.7705, -5.0522], [-0.4159, -3.3805, 4.0685], [0.3491, 0.6720, 4.6517], [-0.4991, -0.6935, 5.3570], [2.1069, -2.2704, 5.7272], [-0.1308, -0.2824, 4.4133], [-4.5918, 2.0607, -0.4154], [2.4889, -1.8165, 4.8091]], "atomic_forces_ev_per_a": [[0.001, -0.002, 0.000], [0.023, -0.020, 0.012], [-0.001, -0.013, 0.002], [0.011, -0.008, 0.010], [0.000, -0.006, -0.004], [-0.014, -0.002, -0.019], [0.011, 0.004, -0.005], [0.007, 0.004, 0.005], [0.002, 0.003, 0.002], [-0.003, -0.023, 0.024], [0.008, -0.062, 0.045], [0.212, -0.034, -0.139], [-0.009, -0.001, -0.001], [0.000, 0.003, 0.001], [-0.018, 0.010, -0.001], [-0.007, 0.029, 0.082], [0.001, -0.011, -0.026], [-0.016, 0.069, 0.081], [0.004, 0.006, 0.006], [-0.076, 0.009, -0.009], [-0.066, 0.049, 0.014], [0.053, -0.224, -0.277], [-0.002, -0.003, -0.002], [-0.007, -0.013, -0.011], [-0.066, 0.007, 0.016], [-0.050, 0.043, 0.013], [0.008, -0.005, 0.002], [-0.028, -0.007, 0.000], [0.002, -0.001, -0.002], [-0.004, -0.001, -0.011], [0.004, 0.003, -0.001], [0.037, 0.125, -0.010], [-0.007, -0.046, 0.010], [-0.164, 0.095, 0.007], [0.029, 0.022, -0.018], [-0.018, -0.013, 0.008], [0.005, -0.003, 0.036], [0.009, 0.005, -0.007], [-0.007, 0.020, -0.013], [-0.002, 0.007, -0.012], [0.030, -0.040, -0.007], [0.005, 0.000, 0.001], [0.000, -0.002, -0.027], [-0.002, 0.000, 0.003], [-0.006, -0.004, -0.005], [-0.002, 0.003, -0.004], [0.009, -0.009, -0.016], [-0.006, 0.048, 0.048], [0.082, 0.073, 0.023], [0.042, 0.015, 0.028], [0.007, -0.024, 0.006], [0.006, -0.017, 0.033], [-0.007, -0.001, 0.016], [0.041, -0.002, 0.054], [-0.008, -0.015, -0.018], [-0.003, 0.007, 0.004], [-0.020, 0.014, -0.013], [-0.002, -0.015, -0.010], [0.001, -0.002, 0.006], [0.017, -0.025, 0.031], [-0.004, 0.018, 0.000], [0.033, 0.003, 0.036], [0.004, -0.002, -0.001], [-0.017, 0.000, -0.043], [-0.011, -0.018, 0.000], [-0.059, -0.078, 0.099], [-0.069, 0.033, 0.129], [0.001, -0.007, -0.016], [0.005, 0.005, 0.001], [0.013, 0.039, -0.099], [0.001, -0.005, -0.005], [0.005, 0.003, -0.005], [-0.003, -0.003, 0.003], [0.004, 0.015, -0.002], [-0.031, -0.013, -0.036], [0.007, -0.017, -0.013], [0.001, 0.006, -0.009], [0.050, 0.018, 0.000], [0.004, -0.001, 0.004], [0.024, -0.012, -0.008]], "lowdin_charge": [0.0959, 0.1478, 0.0341, 0.0420, -0.0686, -0.0751, -0.0185, 0.1146, 0.1051, 0.0537, 0.1044, 0.9004, -0.0474, -0.0954, 0.0228, 0.2113, 0.0210, -0.3402, -0.0598, -0.1970, -0.4128, 0.7963, 0.1056, 0.0413, -0.1573, -0.0882, 0.1170, 0.0721, -0.0617, 0.0270, 0.0664, 0.9707, -0.7442, -0.5228, -0.2850, -0.0818, -0.0723, -0.1209, 0.0238, 0.1108, -0.2226, 0.1118, -0.2050, 0.1135, 0.1243, -0.0589, -0.0594, -0.1343, -0.0355, 0.0165, -0.2310, -0.0041, 0.0379, 0.0171, -0.2911, 0.1131, -0.1602, -0.7123, 0.1127, 0.0246, 0.0483, 0.0031, -0.0644, -0.3511, -0.0692, 0.7665, 1.0247, 0.0066, -0.0459, 0.2439, 0.1171, 0.1115, 0.1124, 0.0414, 0.0308, 0.0398, 0.0390, -0.2400, 0.1142, -0.2211], "e_tot_ha": -7573.3410, "charge": 1, "e_homo_ev": [-10.80, -10.80], "de_lowest_ev": 0.5796}

=====

{"formula": "C31H39AsCrN4", "method": "ωB97M-V/def2-TZVPD", "species": ["H", "C", "C", "C", "H", "H", "H", "C", "H", "C", "C", "C", "H", "C", "C", "H", "H", "C", "C", "C", "H", "H", "H", "C", "C", "H", "H", "C", "C", "C", "N", "N", "C", "C", "H", "N", "C", "H", "C", "H", "H", "C", "H", "C", "C", "H", "C", "H", "N", "H", "C", "H", "C", "C", "C", "H", "As", "H", "H", "H", "H", "C", "H", "H", "H", "H", "H", "C", "H", "Cr", "H", "H", "H", "H", "H", "H"], "coordinates": [[-0.2241, -2.9182, -3.5311], [-1.6726, 0.5218, 2.5875], [0.9809, 0.8656, 3.5197], [1.7199, 0.4754, 1.1144], [2.8339, -2.8382, -1.1833], [0.1339, 1.1864, 4.1120], [-4.2756, 5.9086, -2.1257], [1.6223, -5.1451, 0.9579], [-0.5328, 4.8235, -1.4375], [0.6333, -2.9013, 0.4112], [3.0135, -0.0677, 1.3427], [-3.2056, -0.0265, 0.5607], [1.1102, -1.9881, 0.7572], [2.7700, -3.7582, -0.6138], [-3.2414, 2.2639, -0.2747], [-2.2424, -4.0774, -0.2038], [-6.3112, 3.5188, 0.6438], [-4.1600, 5.0105, -1.5277], [3.7439, -0.1200, 2.5102], [3.7755, -4.7048, -0.7234], [-4.8914, 1.7436, 0.9183], [1.8154, 3.1843, -3.5096], [-2.7853, -0.8802, 0.0294], [3.4319, 0.3908, 3.7669], [2.1486, 0.5938, -1.2255], [2.2467, -0.4821, -1.4305], [-2.2789, -4.0110, -1.9697], [3.7089, -5.8790, 0.0137], [-2.4212, 3.2090, -1.0623], [-2.9085, -0.2208, 2.0656], [1.2567, 0.7768, -0.0876], [-0.5389, 0.4553, 1.6826], [-0.2544, 3.8297, -1.8017], [1.9926, 2.7825, -2.5076], [4.2233, 0.3821, 4.5062], [-2.5834, 1.1439, -0.0272], [-1.6232, -4.0183, -1.0990], [1.3448, 3.2335, -0.4894], [-4.5334, 2.5075, 0.2394], [-6.0623, 5.4155, -0.7148], [0.5516, 1.1581, -2.5465], [2.1979, 0.8641, 4.1814], [-0.0667, -3.2016, 1.1938], [1.6364, 1.2941, -2.4842], [-5.2410, 4.7092, -0.7131], [4.7227, -0.5793, 2.4193], [1.6776, -3.9579, 0.2308], [0.7850, -5.3204, 1.6240], [-1.1463, 2.8414, -1.1929], [-0.3909, 3.8387, -2.8925], [0.6917, 0.5649, 2.1720], [3.4968, -0.4946, 0.4732], [-2.9492, 4.3626, -1.6907], [0.4852, -2.8874, -2.7031], [1.2340, 3.6422, -1.4940], [4.6167, -4.5289, -1.3824], [-0.5402, -2.3654, -1.1009], [2.5672, -7.0077, 1.4340], [1.2496, -2.1517, -2.9526], [2.0793, 0.8115, -3.3581], [3.1534, 0.9655, -0.9918], [2.6270, -6.0961, 0.8527], [-2.7859, -1.2919, 2.2447], [3.0650, 2.8780, -2.3113], [-1.4231, 0.0927, 3.5630], [4.4957, -6.6188, -0.0596], [1.6903, 4.6346, -1.4890], [-5.3870, 3.5809, 0.0793], [0.9424, -3.8691, -2.5875], [-0.6835, 1.1578, -0.1544], [-0.9845, -4.9014, -1.1440], [-1.9419, 1.5740, 2.7531], [2.1624, 1.2273, 5.2034], [-4.2842, -0.0438, 0.3863], [-3.7587, 0.1077, 2.6685], [-2.3046, 4.8248, -2.4240]], "atomic_forces_ev_per_a": [[-0.034, 0.000, 0.031], [-0.163, -0.015, -0.005], [0.118, 0.097, 0.037], [0.048, -0.057, -0.338], [0.031, 0.009, 0.008], [0.067, 0.026, -0.015], [0.031, 0.000, -0.026], [-0.075, -0.008, -0.080], [-0.041, -0.006, -0.041], [0.095, 0.105, -0.005], [-0.104, -0.103, 0.048], [0.005, -0.031, 0.229], [0.024, 0.161, 0.038], [0.009, 0.078, 0.039], [0.009, -0.416, 0.153], [0.015, 0.074, 0.009], [-0.005, -0.007, 0.013], [-0.082, -0.104, 0.123], [-0.093, 0.118, 0.088], [0.011, -0.021, -0.006], [0.010, 0.030, -0.011], [0.010, 0.018, -0.002], [-0.039, -0.034, -0.061], [0.157, -0.056, 0.091], [-0.106, 0.040, -0.149], [0.049, -0.005, 0.039], [-0.004, -0.010, 0.009], [-0.005, -0.050, 0.026], [0.318, 0.115, -0.256], [0.081, 0.103, -0.130], [1.398, -0.359, 0.185], [0.279, -0.421, 1.001], [0.092, -0.028, 0.019], [-0.136, -0.085, 0.127], [-0.011, -0.016, -0.005], [-1.765, 0.102, 0.063], [-0.030, 0.108, -0.032], [0.043, 0.058, 0.077], [-0.079, 0.103, 0.015], [0.004, -0.016, -0.004], [-0.012, -0.036, -0.147], [-0.009, -0.107, -0.070], [-0.025, 0.064, 0.003], [0.116, 0.119, 0.246], [-0.139, 0.151, -0.031], [0.022, 0.041, -0.022], [-0.017, -0.105, -0.037], [0.006, 0.012, 0.004], [-0.266, 0.763, -0.150], [-0.011, 0.062, -0.003], [-0.331, -0.026, 0.024], [0.014, 0.054, 0.012], [-0.068, -0.010, -0.031], [-0.007, 0.112, 0.073], [-0.092, -0.141, -0.187], [-0.011, 0.028, 0.004], [-0.026, -0.415, -0.131], [-0.004, 0.007, -0.002], [0.013, -0.001, 0.051], [-0.025, -0.040, -0.002], [0.004, -0.015, -0.035], [0.010, -0.040, -0.005], [-0.027, 0.005, 0.024], [0.021, 0.004, -0.080], [-0.023, 0.033, -0.024], [-0.002, 0.013, -0.023], [0.008, -0.001, 0.027], [0.155, -0.018, -0.117], [0.004, 0.012, 0.017], [0.470, 0.047, -0.781], [0.055, 0.036, 0.001], [0.043, -0.006, 0.053], [-0.037, -0.021, 0.012], [0.042, -0.052, -0.025], [0.002, -0.011, 0.016], [0.015, -0.017, 0.036]], "lowdin_charge": [0.0204, -0.2236, -0.0249, -0.2445, 0.0926, 0.0913, 0.1035, -0.0505, 0.1120, -0.3337, -0.0324, -0.2227, 0.0367, -0.0727, -0.2054, 0.0153, 0.1036, -0.0875, -0.0842, -0.0829, 0.0925, 0.1086, 0.0506, -0.1183, -0.2276, 0.0942, 0.0167, -0.0987, -0.2200, -0.1490, -0.0851, -0.0733, -0.2278, -0.2020, 0.0920, -0.1187, -0.3257, 0.0992, -0.0179, 0.0923, 0.0930, -0.0905, 0.0696, -0.1918, -0.1189, 0.1054, -0.2927, 0.1091, -0.0608, 0.1250, -0.2289, 0.0919, -0.0276, -0.3282, -0.1862, 0.1022, 1.1564, 0.1009, 0.0028, 0.1108, 0.1198, -0.0883, 0.1050, 0.1094, 0.1093, 0.0989, 0.1101, -0.0901, 0.0220, 0.7143, 0.0234, 0.1286, 0.1036, 0.1076, 0.1050, 0.0876], "s2": 6.039, "spin_multiplicity": 5, "e_tot_ha": -4703.9015, "e_homo_ev": [-6.06, -7.15]}